*1*
Entry from the Open Molecules 2025 dataset: 2 unconnected molecules or ions with the total composition C4H9NO3 (the ωB97M-V functional and the def2-TZVPD basis).

Calculated values
**SMILES string**: C[C@@H](O)C(N)=C=O.O
**Spin multiplicity**: 1
**Kohn-Sham gap**: 8.25 eV

Each line ends with the natural charge from an NBO analysis.
Element x y z (Å)
O1 -1.9021 -2.5052 0.2303  -0.95
O2 -0.0767 -1.3764 1.8810  -0.53
O3 0.7200 1.7818 -1.4124  -0.70
N1 -1.1731 -0.1185 -1.2726  -0.82
C1 0.5065 1.3255 -0.1002  0.11
C2 -0.3682 0.0678 -0.1154  -0.18
C3 -0.3021 -0.7657 0.8840  0.66
C4 1.8241 1.0864 0.6383  -0.63
H1 1.6368 0.8551 1.6827  0.22
H2 -1.8923 -2.6201 1.2044  0.50
H3 1.0570 1.0455 -1.9383  0.47
H4 -1.9195 -0.7794 -1.0853  0.39
H5 -1.2931 -3.1356 -0.1644  0.49
H6 -0.0412 2.1430 0.3885  0.18
H7 2.3668 0.2589 0.1853  0.21
H8 -1.5822 0.7557 -1.5891  0.38
H9 2.4395 1.9810 0.5832  0.22

*2*
Entry from the Open Molecules 2025 dataset: 2 unconnected molecules or ions with the total composition C4H9NO3 (the ωB97M-V functional and the def2-TZVPD basis).

Calculated values
**SMILES string**: C=[N+]([O-])O.CCC=O
**Spin multiplicity**: 1
**Kohn-Sham gap (alpha / beta)**: 9.40 / 9.40 eV

Each line ends with the natural charge from an NBO analysis.
Element x y z (Å)
O1 -1.1470 -1.9531 -0.1930  -0.65
O2 -2.2783 1.5691 -0.6518  -0.42
O3 -3.1505 -0.4979 -0.3906  -0.55
N1 -2.4281 0.6075 0.0973  0.40
C1 1.6009 0.4666 -0.3717  -0.62
C2 -1.6562 0.3918 1.1368  -0.31
C3 -0.2626 -1.1154 0.0645  0.44
C4 0.4974 -0.2780 -0.9838  -0.53
H1 1.1706 1.4948 -0.1033  0.22
H2 0.1730 -1.1982 1.0720  0.14
H3 0.7619 -1.0036 -1.7737  0.24
H4 -0.2486 0.5293 -1.4169  0.25
H5 2.3706 0.7806 -1.1546  0.22
H6 -1.8462 -0.4365 1.8268  0.21
H7 2.0365 -0.1315 0.3086  0.20
H8 -1.1715 1.1291 1.7339  0.23
H9 -2.5263 -1.3589 -0.3164  0.51

*3*
Entry from the Open Molecules 2025 dataset: a single C4H9NO3 molecule (the ωB97M-V functional and the def2-TZVPD basis).

Calculated values
**SMILES string**: C=CO[C@@](N)(O)OC
**Spin multiplicity**: 1
**Kohn-Sham gap**: 9.55 eV

Each line ends with the natural charge from an NBO analysis.
Element x y z (Å)
O1 -1.7867 -0.5635 1.0753  -0.70
O2 -0.2446 0.5248 -0.4043  -0.56
O3 0.3631 -1.0642 0.9848  -0.56
N1 -0.9751 -1.5765 -0.8948  -0.87
C1 -0.6530 1.8108 0.0369  -0.26
C2 2.3588 -0.1837 -0.4200  -0.51
C3 -0.6954 -0.7462 0.2298  0.87
C4 1.5041 -0.0463 0.5787  0.18
H1 -2.5517 -0.3309 0.5336  0.47
H2 -0.3415 -2.3583 -1.0051  0.39
H3 -1.3844 2.1672 -0.6880  0.18
H4 2.0335 -0.4815 -1.4031  0.22
H5 0.2287 2.4523 0.0091  0.19
H6 1.7347 0.4172 1.5267  0.19
H7 -1.0654 1.8173 1.0474  0.19
H8 -1.9003 -1.9843 -0.9337  0.37
H9 3.3754 0.1457 -0.2733  0.22

The structure with the most favorable energy is *1*; the runner-up is 162.3 kJ/mol above it.

*1*
Entry from the Open Molecules 2025 dataset: 2 unconnected molecules or ions with the total composition C4H9NO3 (the ωB97M-V functional and the def2-TZVPD basis).

Calculated values
**SMILES string**: CC(=O)NO.CC=O
**Spin multiplicity**: 1
**Kohn-Sham gap**: 10.01 eV

Each line ends with the natural charge from an NBO analysis.
Element x y z (Å)
O1 1.3911 0.5626 0.2810  -0.65
O2 -1.6781 0.3818 1.3149  -0.59
O3 -1.8108 -1.1999 -0.8157  -0.55
N1 -0.8568 -0.1686 -0.7199  -0.36
C1 -1.1567 0.8307 0.3201  0.71
C2 1.0379 -0.6458 0.3360  0.43
C3 -0.9502 2.2661 -0.0389  -0.73
C4 2.0341 -1.7332 0.0191  -0.71
H1 0.4377 -0.9874 1.2042  0.12
H2 -0.5851 0.1355 -1.6473  0.39
H3 1.5329 -2.6823 -0.1746  0.22
H4 2.7271 -1.4168 -0.7600  0.23
H5 -1.5986 2.5441 -0.8711  0.23
H6 -2.0616 -1.3171 0.1235  0.49
H7 2.6324 -1.8988 0.9164  0.25
H8 -1.1827 2.8849 0.8248  0.24
H9 0.0873 2.4442 -0.3124  0.27

*2*
Entry from the Open Molecules 2025 dataset: 2 unconnected molecules or ions with the total composition C4H9NO3 (the ωB97M-V functional and the def2-TZVPD basis).

Calculated values
**Spin multiplicity**: 1
**Kohn-Sham gap**: 8.70 eV

Each line ends with the natural charge from an NBO analysis.
Element x y z (Å)
O1 1.1357 -0.9239 1.5952  -0.69
O2 -0.2320 1.6385 -1.9698  -0.62
O3 -1.4631 -0.6429 -1.5782  -0.63
N1 0.5055 1.7829 0.1917  -0.81
C1 -0.8624 -0.1051 -0.5126  0.35
C2 -0.1654 1.2063 -0.8260  0.60
C3 1.5024 -1.2041 0.3739  -0.08
C4 -1.3502 -0.3884 0.8165  -0.73
H1 -0.3908 -0.7021 1.4315  0.33
H2 -1.6970 0.5019 1.3396  0.25
H3 1.0685 2.5890 -0.0308  0.41
H4 -1.1952 -0.0968 -2.3474  0.51
H5 2.2999 -0.5780 -0.0617  0.16
H6 0.5453 -0.8583 -0.3805  0.11
H7 -2.0861 -1.1876 0.8268  0.25
H8 0.7508 1.2370 1.0128  0.43
H9 1.6340 -2.2685 0.1189  0.16

The structure with the most favorable energy is *2*; the runner-up is 64.3 kJ/mol above it.

*1*
Entry from the Open Molecules 2025 dataset: 2 unconnected molecules or ions with the total composition C4H9NO3 (the ωB97M-V functional and the def2-TZVPD basis).

Calculated values
**Spin multiplicity**: 1
**Kohn-Sham gap**: 8.67 eV

Each line ends with the natural charge from an NBO analysis.
Element x y z (Å)
O1 0.1619 -1.0868 -0.1062  -0.70
O2 0.2582 1.0874 -0.4904  -0.67
O3 -2.3254 1.4022 -0.3535  -0.56
N1 -1.7392 0.1701 0.0577  -0.16
C1 -0.4061 0.0275 -0.2144  0.84
C2 -2.6793 -0.9172 -0.0975  -0.42
C3 2.0459 0.0697 -0.4848  0.10
C4 2.5267 0.1851 0.9103  -0.69
H1 2.1405 -0.8927 -0.9648  0.22
H2 2.2080 -0.6555 1.5213  0.24
H3 2.2134 1.1223 1.3657  0.24
H4 3.6255 0.1842 0.8644  0.24
H5 -1.5492 1.9760 -0.4777  0.49
H6 -2.1945 -1.8283 0.2424  0.24
H7 -3.5555 -0.7109 0.5164  0.21
H8 2.2583 0.8958 -1.1474  0.20
H9 -2.9892 -1.0287 -1.1415  0.19

*2*
Entry from the Open Molecules 2025 dataset: a single C4H9NO3 molecule (the ωB97M-V functional and the def2-TZVPD basis).

Calculated values
**SMILES string**: N[C@H](CCO)C(=O)O
**Spin multiplicity**: 1
**Kohn-Sham gap**: 10.06 eV

Each line ends with the natural charge from an NBO analysis.
Element x y z (Å)
O1 1.0240 -1.9691 1.7295  -0.75
O2 -2.1398 1.8957 -0.2728  -0.58
O3 -0.5080 2.4017 -1.6057  -0.73
N1 -1.1683 -0.7861 -0.4292  -0.87
C1 0.7706 0.1739 0.6104  -0.43
C2 1.4282 -1.2258 0.6023  -0.06
C3 -0.2240 0.2745 -0.5752  -0.14
C4 -1.0128 1.6122 -0.6111  0.77
H1 -1.6225 -0.7545 0.4632  0.39
H2 1.4852 1.0312 0.6708  0.22
H3 1.2321 -1.7972 -0.2955  0.17
H4 0.1060 -2.0618 1.9858  0.47
H5 -1.0318 3.1534 -1.9260  0.50
H6 -1.3135 -1.4494 -1.1580  0.40
H7 0.3059 0.3696 -1.5190  0.24
H8 0.1603 0.2794 1.5004  0.21
H9 2.5085 -1.1476 0.8301  0.19

*3*
Entry from the Open Molecules 2025 dataset: a molecular structure, C4H9NO3 (the ωB97M-V functional and the def2-TZVPD basis).

Calculated values
**Spin multiplicity**: 1
**Kohn-Sham gap**: 9.14 eV

Each line ends with the natural charge from an NBO analysis.
Element x y z (Å)
O1 -0.4972 -0.4634 -2.5348  -0.64
O2 -0.8118 1.4233 -1.2761  -0.72
O3 1.6192 -1.2493 0.3417  -0.57
N1 0.7227 -0.2287 -0.0357  -0.23
C1 1.3427 0.4215 -1.2013  -0.32
C2 -0.6618 0.1932 2.1225  -0.64
C3 -0.8186 -0.4507 0.7800  -0.13
C4 -0.0578 0.3470 -1.7258  0.79
H1 -1.5707 1.5070 -1.8778  0.50
H2 1.7720 1.3891 -0.9507  0.21
H3 1.9998 -0.2232 -1.7962  0.23
H4 -1.4990 -0.1069 2.7577  0.22
H5 1.4609 -1.9645 -0.3167  0.44
H6 -0.6573 1.2770 2.0183  0.22
H7 -0.8342 -1.5441 0.7770  0.20
H8 0.2475 -0.1362 2.6178  0.23
H9 -1.7564 -0.1912 0.3001  0.22

The structure with the most favorable energy is *2*; the runner-up is 231.5 kJ/mol above it.

*1*
Entry from the Open Molecules 2025 dataset: a gas-phase ion, C4H8O2 (charge -1) (the ωB97M-V functional and the def2-TZVPD basis).

Calculated values
**Charge**: -1
**Spin multiplicity**: 2
**Kohn-Sham gap (alpha / beta)**: 2.65 / 6.54 eV

Each line ends with the natural charge from an NBO analysis.
Element x y z (Å)
O1 0.7226 -2.3420 0.2008  -0.79
O2 -0.9645 3.0727 0.1200  -0.78
C1 0.4888 -0.0966 0.4851  -0.45
C2 0.2585 1.0981 -0.3963  -0.48
C3 -0.8732 1.8351 0.1334  0.04
C4 -0.0484 -1.2939 -0.2837  -0.07
H1 -1.8214 1.2782 0.4126  0.04
H2 0.0390 0.0894 1.4463  0.19
H3 1.4635 -0.3299 0.6348  0.19
H4 0.0193 0.8824 -1.4548  0.16
H5 -1.0849 -1.4404 0.0028  0.16
H6 0.1516 -1.3500 -1.3396  0.16
H7 0.3773 -3.1099 0.6619  0.46
H8 1.2719 1.7068 -0.6232  0.17

*2*
Entry from the Open Molecules 2025 dataset: 2 unconnected molecules or ions with the total composition C4H8O2 (the ωB97M-V functional and the def2-TZVPD basis).

Calculated values
**Charge**: -1
**Spin multiplicity**: 2
**Kohn-Sham gap (alpha / beta)**: 4.83 / 6.46 eV

Each line ends with the natural charge from an NBO analysis.
Element x y z (Å)
O1 0.5797 1.5811 -0.1755  -0.76
O2 -0.2392 -1.4938 2.1341  -0.97
C1 -1.9117 0.5002 -0.7891  -0.64
C2 1.7600 -0.3789 -0.4264  -0.71
C3 -0.7658 -0.2091 -0.8329  -0.36
C4 0.5664 0.3489 -0.7125  0.21
H1 0.8904 1.6573 0.7959  0.46
H2 1.8433 -1.4063 -0.2229  0.17
H3 -0.2875 -0.7033 1.4699  0.50
H4 -0.8082 -1.3083 -0.5539  0.16
H5 2.6790 0.1369 -0.3387  0.16
H6 -2.5479 0.1807 -1.4823  0.16
H7 -0.3460 -2.2062 1.5086  0.46
H8 -2.0406 1.3842 -0.2802  0.17

The structure with the most favorable energy is *1*; the runner-up is 85.8 kJ/mol above it.